1.
Computed, not measured: one molecule with the formula C8H11F2N3O2S, with the ωB97M-V functional and the def2-TZVPD basis.

Each line ends with the Mulliken charge.
CARTESIAN COORDINATES (ANGSTROEM)
C (3.1402, 0.8497, 0.3136)  -1.340
C (1.6740, 1.3595, 0.2120)  0.234
F (1.6284, 2.5113, 1.0388)  -0.393
C (0.5815, 0.3945, 0.7715)  0.301
C (1.2956, -0.6124, 1.6881)  -0.296
N (1.9090, -1.3746, 2.2279)  -0.418
C (-0.2366, -0.4326, -0.2844)  1.102
C (-0.5087, 0.2772, -1.5889)  -0.458
N (-0.4886, 0.7931, -2.5819)  -0.444
C (-1.6614, -0.7040, 0.3708)  -1.096
C (-2.5724, 0.5835, 0.3293)  -0.600
N (-3.5051, 0.5967, -0.8249)  -0.662
S (0.4153, -2.1176, -0.6817)  1.272
O (-0.0573, -3.0741, 0.2742)  -0.569
O (-0.1416, -2.4388, -1.9663)  -0.633
F (2.0071, -2.1310, -0.8307)  -0.191
H (3.7514, 1.5938, -0.2481)  0.395
H (3.3060, -0.1303, -0.1685)  0.268
H (3.5101, 0.8916, 1.3564)  0.393
H (1.5063, 1.7278, -0.8165)  0.397
H (-0.1203, 0.9402, 1.4362)  0.518
H (-2.1494, -1.5037, -0.2300)  0.579
H (-1.5473, -1.1188, 1.3918)  0.372
H (-3.1931, 0.6716, 1.2433)  0.319
H (-1.9004, 1.4742, 0.3178)  0.338
H (-3.1037, 1.2448, -1.5058)  0.330
H (-3.5065, -0.3052, -1.2983)  0.284

Calculated values
E_tot = -1224.01408 a.u.
LUMO energy = -0.24 eV
HOMO = -10.3 eV
SMILES = C[C@H](F)[C@H](C#N)[C@](C#N)(CCN)S(=O)(=O)F
charge = 0
energy above the lowest of the compared OMol25 structures with the same formula, charge and spin = 0.0 kcal/mol
Kohn-Sham gap = 10.03 eV

---

2.
Computed, not measured: C8H11IMgNO6P as an isolated structure, with the ωB97M-V functional and the def2-TZVPD basis.

Each line ends with the Mulliken charge.
CARTESIAN COORDINATES (ANGSTROEM)
O (-3.0298, 1.8318, 1.7063)  -0.447
C (-2.1282, 1.0794, 1.5013)  0.078
O (-2.1679, -0.2247, 1.9667)  -0.445
C (-0.8813, 1.5792, 0.7940)  -1.584
C (0.0376, 0.5460, 0.1422)  1.901
C (-0.5603, -0.4754, -0.8372)  -1.615
C (-1.6301, 0.1184, -1.7795)  -0.449
O (-2.5474, 0.7776, -1.4680)  -0.235
I (-1.4449, -0.3946, -3.9625)  0.284
C (0.9873, 1.4376, -0.7986)  -0.975
N (2.3983, 1.1686, -0.5558)  -0.367
C (2.4347, 0.6706, 0.8043)  0.042
O (3.3365, 0.7849, 1.5617)  -0.409
C (1.0784, -0.0502, 1.1186)  -0.071
P (1.6213, -1.8368, 1.1057)  0.176
O (0.3744, -2.7930, 1.4994)  -0.317
O (2.0842, -2.1956, -0.4191)  -0.345
H (-2.5138, -0.7958, 1.2832)  0.258
H (-0.2860, 2.0874, 1.5401)  0.805
H (-1.2109, 2.3352, 0.1038)  0.547
H (-0.9167, -1.3856, -0.2924)  0.253
H (0.2633, -0.8183, -1.4658)  1.411
H (0.8058, 1.3806, -1.8656)  0.478
H (0.8491, 2.4558, -0.4755)  0.421
H (2.6840, 0.3396, -1.0843)  0.383
H (0.8745, 0.2079, 2.1502)  0.538
H (-0.3243, -2.9056, 0.8301)  0.248
H (1.3701, -2.5066, -1.0037)  0.219
Mg (-1.5580, -2.4184, -2.0997)  1.214

Calculated values
E_tot = -1656.01615 a.u.
LUMO energy = -12.00 eV
HOMO = -15.7 eV
charge = +2
Kohn-Sham gap = 3.69 eV

---

3.
Computed, not measured: one molecule with the formula C8H11N, with the ωB97M-V functional and the def2-TZVPD basis.

Each line ends with the Mulliken charge.
CARTESIAN COORDINATES (ANGSTROEM)
C (-2.4251, 0.9401, -0.3394)  -0.990
C (-1.1525, 0.5907, 0.0327)  0.409
C (0.0128, 1.5213, 0.0793)  -0.404
C (1.3351, 1.1872, 0.2424)  -0.556
C (2.0946, -0.1327, 0.1333)  -0.627
C (1.1623, -0.9210, -0.7009)  -0.652
C (0.0352, -1.4678, 0.1768)  -0.010
N (-1.3217, -1.8364, 0.1193)  -0.718
C (-0.9823, -0.5746, 0.7426)  0.219
H (-2.8272, 1.9652, -0.8129)  0.263
H (-3.0945, 0.0186, -0.3545)  0.267
H (-0.1867, 2.6874, 0.4688)  0.130
H (1.9539, 2.0466, 0.2409)  0.377
H (3.0711, 0.2480, -0.4878)  0.255
H (2.5951, -0.5138, 1.0229)  0.413
H (0.6748, -0.1650, -1.4089)  0.411
H (1.3894, -1.9082, -1.4730)  0.272
H (0.4531, -1.8136, 1.1084)  0.358
H (-1.7479, -1.5418, -0.7363)  0.322
H (-1.0394, -0.3303, 1.9463)  0.262

Calculated values
E_tot = -365.97256 a.u.
LUMO energy = 0.61 eV
HOMO = -8.5 eV
SMILES = C=C1C=CCC[C@@H]2N[C@H]12
charge = 0
energy above the lowest of the compared OMol25 structures with the same formula, charge and spin = 103.9 kcal/mol
Kohn-Sham gap = 9.16 eV

---

4.
Computed, not measured: an isolated ion of composition C8H11N2 and charge +1, with the ωB97M-V functional and the def2-TZVPD basis.

Each line ends with the Mulliken charge.
CARTESIAN COORDINATES (ANGSTROEM)
C (3.2215, -2.3840, 0.0432)  0.103
C (2.2767, -1.6980, -0.3366)  -0.836
C (-1.2688, -0.7097, -0.0363)  1.189
C (-3.6850, -1.4421, 0.1301)  -0.913
C (-2.7178, -0.5093, 0.1121)  -0.414
C (-0.4671, 0.6095, -0.0189)  -0.917
C (1.2213, -0.8577, -0.6738)  0.008
C (1.8276, 1.5335, 0.1172)  -0.808
N (-0.5276, -1.7957, -0.2520)  -0.587
N (0.9633, 0.3193, 0.2889)  -0.063
H (3.9475, -3.0799, 0.0833)  0.511
H (-4.6205, -0.9617, 0.1307)  0.258
H (-3.6161, -2.4570, 0.1697)  0.377
H (-2.9942, 0.4985, 0.1486)  0.237
H (-0.4546, 1.0308, -0.9792)  0.404
H (-1.0293, 1.3096, 0.6890)  0.442
H (0.8822, -0.5882, -1.6153)  0.569
H (1.3904, 2.3951, 0.7014)  0.325
H (2.8111, 1.2516, 0.5159)  0.370
H (1.9396, 1.7826, -0.8929)  0.367
H (0.9219, 0.0111, 1.2260)  0.376

Calculated values
E_tot = -420.48257 a.u.
LUMO energy (alpha / beta) = -4.15 / -4.15 eV
HOMO (alpha / beta) = -13.2 / -13.2 eV
charge = +1
energy above the lowest of the compared OMol25 structures with the same formula, charge and spin = 136.4 kcal/mol
Kohn-Sham gap (alpha / beta) = 9.10 / 9.10 eV

---

5.
Computed, not measured: an isolated ion of composition C8H11N2O and charge +1, with the ωB97M-V functional and the def2-TZVPD basis.

Each line ends with the Mulliken charge.
CARTESIAN COORDINATES (ANGSTROEM)
C (-3.3191, 0.4545, -2.0707)  -0.189
C (-2.5501, 1.1996, -1.1780)  -0.866
C (-2.4247, -0.5292, -2.5442)  -0.316
C (-1.1920, 0.7195, -1.2240)  0.677
C (0.4511, -0.8582, 2.5844)  -0.364
C (2.0080, -0.0848, 0.5015)  -0.816
C (-0.0396, 0.9300, -0.4446)  -0.439
C (1.1982, -1.1179, 1.2897)  0.017
N (-0.2350, -1.1468, 1.3888)  -0.335
N (1.2140, 0.2121, -0.7888)  -0.098
O (-1.1833, -0.3793, -2.0293)  -0.305
H (-4.3388, 0.3644, -2.2774)  0.450
H (-2.7545, 2.2023, -0.9411)  0.385
H (-2.5210, -0.9257, -3.5331)  0.373
H (0.6194, -1.5753, 3.4282)  0.303
H (0.4340, 0.1645, 3.0454)  0.235
H (2.3080, 0.7973, 1.1316)  0.343
H (2.9506, -0.4307, 0.0379)  0.430
H (0.2734, 1.7263, 0.2268)  0.413
H (1.8415, -1.9985, 1.3439)  0.408
H (1.8452, 0.8617, -1.1908)  0.300
H (1.2481, -0.6650, -1.2890)  0.395

Calculated values
E_tot = -495.72132 a.u.
LUMO energy (alpha / beta) = -4.51 / -4.61 eV
HOMO (alpha / beta) = -11.4 / -13.1 eV
charge = +1
energy above the lowest of the compared OMol25 structures with the same formula, charge and spin = 163.9 kcal/mol
Kohn-Sham gap (alpha / beta) = 6.86 / 8.50 eV

---

6.
Computed, not measured: C8H11N2O3 as an isolated structure, with the ωB97M-V functional and the def2-TZVPD basis.

Each line ends with the Mulliken charge.
CARTESIAN COORDINATES (ANGSTROEM)
C (-4.2125, -0.2676, 0.8367)  -0.364
C (-4.0826, 0.4281, -0.2607)  -0.362
C (-2.1016, -0.2340, 0.3413)  0.242
C (-0.0747, 0.5343, -0.3175)  0.310
C (1.6724, -0.6747, -1.8556)  -1.227
C (2.9819, 0.6238, 1.5912)  -1.212
C (1.7838, -0.0246, -0.4308)  0.079
C (3.0001, -0.0020, 0.2217)  0.955
N (-2.9808, -0.6875, 1.2250)  0.039
N (-2.7855, 0.4363, -0.6180)  0.024
O (-0.4677, 1.4498, -0.9691)  -0.556
O (4.0879, -0.6015, -0.3030)  -0.477
O (-0.7973, -0.3797, 0.3680)  -0.290
H (-5.0654, -0.5357, 1.3596)  0.478
H (-4.8127, 0.7239, -0.8939)  0.469
H (0.7146, -1.2383, -1.8947)  0.302
H (2.5573, -1.3429, -1.8309)  0.331
H (1.7250, -0.1528, -2.7577)  0.328
H (1.9383, 0.9958, 1.8291)  0.259
H (3.6061, 1.5279, 1.6668)  0.375
H (3.4737, -0.0589, 2.2320)  0.383
H (-2.6890, -1.4027, 1.8219)  0.256
H (-2.2574, 0.9745, -1.3571)  0.313
H (4.7860, -0.0915, -0.0042)  0.345

Calculated values
E_tot = -646.31589 a.u.
LUMO energy = -3.22 eV
HOMO = -11.8 eV
charge = +1
energy above the lowest of the compared OMol25 structures with the same formula, charge and spin = 66.2 kcal/mol
Kohn-Sham gap = 8.63 eV

---

7.
Computed, not measured: one molecule with the formula C8H11N3, with the ωB97M-V functional and the def2-TZVPD basis.

Each line ends with the Mulliken charge.
CARTESIAN COORDINATES (ANGSTROEM)
C (-3.7295, -0.9084, -0.6469)  -0.812
N (-2.5545, -0.2659, -0.1480)  0.325
N (-2.6928, 0.8499, 0.5160)  -0.160
N (-1.6578, 1.4800, 0.8762)  -0.849
C (-0.3915, 0.9462, 0.5731)  0.173
C (0.3147, 1.5122, -0.4246)  -0.179
C (1.6091, 1.0378, -0.7564)  -0.524
C (2.1851, -0.0085, -0.0058)  0.622
C (3.6304, -0.4778, -0.2589)  -1.346
C (1.4480, -0.4832, 1.1063)  -0.482
C (0.1630, -0.0249, 1.3819)  -0.112
H (-3.8405, -0.9319, -1.7396)  0.267
H (-3.7587, -1.9611, -0.3316)  0.272
H (-4.5757, -0.4031, -0.1211)  0.327
H (-1.6625, -0.6800, -0.4329)  0.184
H (-0.1705, 2.2993, -0.9951)  0.372
H (2.2187, 1.5286, -1.5298)  0.345
H (3.7852, -0.8668, -1.2985)  0.299
H (3.9928, -1.2220, 0.4236)  0.356
H (4.2932, 0.3833, -0.1022)  0.316
H (1.8291, -1.2723, 1.7734)  0.264
H (-0.4354, -0.5314, 2.1410)  0.339

Calculated values
E_tot = -475.63277 a.u.
LUMO energy = 0.91 eV
HOMO = -8.5 eV
SMILES = CN/N=N\c1ccc(C)cc1
charge = 0
energy above the lowest of the compared OMol25 structures with the same formula, charge and spin = 33.4 kcal/mol
Kohn-Sham gap = 9.44 eV

---

8.
Computed, not measured: one molecule with the formula C8H11N3OS, with the ωB97M-V functional and the def2-TZVPD basis.

Each line ends with the Mulliken charge.
CARTESIAN COORDINATES (ANGSTROEM)
O (-0.6841, -1.5117, -0.0899)  -0.711
C (-0.4870, -0.3704, 0.3240)  0.188
N (-1.5140, 0.5329, 0.4820)  -0.164
C (-2.8403, 0.2640, 0.1841)  0.381
N (-3.6974, 1.2396, 0.2474)  -0.340
N (-4.9667, 0.8190, -0.0121)  -0.474
C (-5.0142, -0.4423, -0.3244)  -0.107
S (-3.4842, -1.2705, -0.2616)  0.026
C (0.8780, 0.1967, 0.6238)  0.524
C (1.9178, -0.8954, 0.8927)  -0.940
C (2.8902, -0.8769, -0.2521)  -0.587
C (2.9064, 0.5843, -0.7093)  -0.668
C (1.4198, 0.9651, -0.6476)  -0.811
H (-1.3689, 1.4766, 0.7870)  0.262
H (-5.9591, -0.9316, -0.5883)  0.405
H (0.7931, 0.8980, 1.4577)  0.418
H (1.4136, -1.8617, 1.0242)  0.346
H (2.4634, -0.6484, 1.8200)  0.290
H (2.5034, -1.4510, -1.1098)  0.244
H (3.8590, -1.2822, 0.0100)  0.367
H (3.4486, 1.2293, -0.0167)  0.297
H (3.3103, 0.7175, -1.7251)  0.355
H (1.2652, 2.0598, -0.5762)  0.324
H (0.9470, 0.5593, -1.5395)  0.374

Calculated values
E_tot = -949.14442 a.u.
LUMO energy = 0.70 eV
HOMO = -9.4 eV
SMILES = O=C(Nc1nncs1)C1CCCC1
charge = 0
energy above the lowest of the compared OMol25 structures with the same formula, charge and spin = 0.0 kcal/mol
Kohn-Sham gap = 10.08 eV

---

It is found that the max |F| values, taken in the order of the records, are 5.72, 2.36, 6.53, 5.62, 3.93, 6.53, 2.80, 1.28 eV/A.